# 1
94
Properties=species:S:1:pos:R:3 method="wB97M-V/def2-TZVPD" homo_energy_ha="-0.2845 / -0.2851" orbital_gap_ev="8.20 / 8.22" s_squared=2.002 multiplicity=3 charge=0 fmax_ha_per_bohr=0.077 e_lumo_ev="0.46 / 0.46" relative_energy_kcal_mol=73.5
O 3.0819 -0.7307 -2.4696
C 1.5677 -0.7936 -3.1371
C 1.8716 -2.2436 -3.3916
H 1.5000 -0.0554 -3.9481
H 0.7960 -0.5433 -2.2646
C 2.7901 -2.0989 -2.0242
H 2.3886 -2.2378 -4.3509
H 1.0621 -2.9321 -3.4870
C 4.1212 -2.7570 -1.7778
H 4.9700 -2.2335 -2.2707
H 4.2676 -3.8355 -1.9522
H 4.3194 -2.6471 -0.7034
C 1.7901 -2.4784 -0.8444
H 1.2447 -3.3599 -1.2772
H 0.9222 -1.6570 -0.6572
H 2.3552 -2.6272 0.1350
Tm -0.4280 -1.2202 1.0577
C -2.4470 -1.8450 2.1049
C -2.8239 -1.1168 0.9341
C -2.4833 -1.8936 -0.2324
H -3.1946 -0.0995 0.8955
C -2.0146 -3.1698 0.2322
C -1.9433 -3.1126 1.6652
H -1.6520 -3.9725 2.3162
H -2.3629 -1.4514 3.1371
H -2.6608 -1.6224 -1.2764
H -1.8698 -4.0837 -0.3710
C 1.0131 -0.0022 2.6572
C 1.0171 -1.3274 3.2279
C 2.1622 -2.0383 2.7080
H 0.3390 -1.6768 4.0144
C 2.7878 -1.1993 1.7274
C 1.9986 -0.0138 1.6276
H 2.1883 0.7785 0.9357
H 0.4539 0.8710 3.0286
H 2.5589 -3.0154 3.0376
H 3.7353 -1.4271 1.2109
O 0.6629 -5.0139 -0.7562
C 1.0353 -5.8936 0.4166
C 1.8858 -7.1099 -0.1295
H 0.0721 -6.2173 0.8643
H 1.6563 -5.3039 1.1488
C 1.9330 -6.9415 -1.6741
H 1.4714 -8.0667 0.1754
H 2.8945 -7.1464 0.3473
C 1.2114 -5.5987 -1.9729
H 1.4182 -7.7693 -2.1570
H 2.9400 -7.0050 -2.0791
H 0.4017 -5.7709 -2.7075
H 1.9323 -4.8679 -2.3875
C -2.5236 2.6744 -2.3773
C -1.0347 3.0277 -2.3040
C -0.2166 2.0089 -3.1070
C -0.7868 4.4403 -2.8209
O -0.6188 3.1131 -0.9074
Si -0.9349 2.1647 0.3910
O -0.4401 0.6612 0.0684
O -0.1561 2.8217 1.6609
C 0.8417 3.8952 1.6428
C 2.0535 3.5889 0.7616
C 0.1842 5.1853 1.1611
C 1.2317 4.0572 3.1200
O -2.5543 2.0266 0.7261
C -3.4214 2.9300 1.5321
C -3.1867 2.5904 3.0220
C -3.0361 4.3857 1.2259
C -4.8604 2.6221 1.1053
H -2.8733 2.7897 -3.4228
H -3.1146 3.3654 -1.7527
H -2.7037 1.6274 -2.0710
H -0.5740 2.0045 -4.1582
H 0.8554 2.2544 -3.1094
H -0.3139 0.9915 -2.7083
H -1.2853 5.1728 -2.1686
H 0.2891 4.6586 -2.8396
H -1.1902 4.5576 -3.8337
H 1.7942 3.5146 -0.3021
H 2.7591 4.4357 0.8531
H 2.5972 2.6910 1.0807
H -0.4435 5.5919 1.9692
H 0.9578 5.9310 0.9260
H -0.3797 5.0276 0.2332
H 0.2923 4.1346 3.7095
H 1.8004 3.1677 3.4560
H 1.8391 4.9831 3.2426
H -2.1917 2.9432 3.3469
H -3.9285 3.1105 3.6608
H -3.2320 1.4987 3.2148
H -3.1145 4.6188 0.1500
H -3.6839 5.0828 1.7783
H -2.0056 4.5784 1.5567
H -4.9544 2.7986 0.0211
H -5.1122 1.5661 1.3124
H -5.5612 3.2851 1.6488

---

# 2
47
Properties=species:S:1:pos:R:3 method="wB97M-V/def2-TZVPD" homo_energy_ha=-0.2714 orbital_gap_ev=7.94 charge=0 fmax_ha_per_bohr=0.066 e_lumo_ev=0.55 smiles="CCN(c1ccccc1)c1cc(O)c2c(C/C=N/C(=O)OC)n[nH]c2c1O" relative_energy_kcal_mol=64.1
O -2.5455 -4.6435 -1.6281
N 2.4346 -1.6509 -2.0071
N -0.3393 -5.1253 -1.8951
O -0.3504 -2.4181 1.2307
O 1.9634 2.3332 -0.4281
O -1.9236 -6.3530 -2.9591
C -1.6665 -5.3215 -2.1628
C 1.6373 -2.2063 -1.1006
C -0.0074 -3.9612 -1.4322
C -0.5557 5.7490 -0.7521
C -1.2836 4.5854 -0.9980
C 0.2815 5.8287 0.3638
C -1.1490 3.4551 -0.1255
C 0.4257 4.7336 1.2128
C -0.1428 -0.0105 1.4410
C 0.1630 -1.2209 0.7990
C 1.2992 1.1898 -0.0591
C 1.0635 -1.2044 -0.2791
C 1.6179 0.0008 -0.6914
C -0.2900 3.5501 0.9674
C 0.3275 1.2168 0.9781
N 2.4424 -0.3108 -1.7523
N -0.0499 2.4006 1.6910
C -3.3236 -6.6857 -3.0978
C 1.3955 -3.6963 -1.0255
C 1.4674 2.0728 3.5789
C 0.0447 2.3987 3.1570
H -0.9531 -2.2980 2.0015
H 1.7098 3.0498 0.1710
H -0.6952 -3.1854 -1.2864
H -0.5494 6.5875 -1.4511
H -1.9507 4.5284 -1.8496
H 0.8846 6.6867 0.6036
H -1.6947 2.5943 -0.4539
H 1.0945 4.7624 2.0776
H -0.7802 -0.0247 2.3275
H 2.9405 0.3925 -2.2870
H -3.7955 -6.8251 -2.1003
H -3.8580 -5.9437 -3.7215
H -3.4692 -7.6804 -3.5392
H 2.0377 -4.2190 -1.7256
H 1.5662 -4.0730 -0.0124
H 1.5422 1.9003 4.6607
H 1.8145 1.1659 3.1429
H 2.1129 2.8989 3.3132
H -0.6163 1.6180 3.5391
H -0.2771 3.3583 3.5642

---

# 3
13
Properties=species:S:1:pos:R:3 method="wB97M-V/def2-TZVPD" homo_energy_ha=-0.5340 orbital_gap_ev=10.60 charge=+1 fmax_ha_per_bohr=0.060 e_lumo_ev=-3.93 smiles=C#C[NH2+][C@@H]1CN1 relative_energy_kcal_mol=139.4
C 2.2105 -0.5728 -0.6942
C -1.2537 -0.7113 0.5973
C -0.8325 0.6265 0.0688
C 1.6561 0.1941 0.0378
N -1.1119 -0.4339 -0.7856
N 0.6233 1.0508 0.4391
H -0.4489 -1.3044 0.9785
H 2.6590 -1.4750 -0.9642
H -2.3827 -0.8083 0.9968
H -1.5148 1.4442 -0.0662
H -0.4255 -0.8913 -1.3067
H 0.8212 2.0645 0.1897
H 0.4076 0.9466 1.5035

---

# 4
11
Properties=species:S:1:pos:R:3 method="wB97M-V/def2-TZVPD" homo_energy_ha="-0.3348 / -0.3417" orbital_gap_ev="8.05 / 7.86" charge=0 fmax_ha_per_bohr=0.085 e_lumo_ev="-1.06 / -1.44" relative_energy_kcal_mol=81.5
C 1.2030 -1.1512 -0.3349
C -0.5733 0.9766 0.3462
N 0.6776 0.2128 0.2299
N -1.7821 0.4756 -0.2738
O 1.6182 0.7808 0.8058
O -1.6334 -0.6739 -0.6973
O -2.8263 1.0978 -0.1710
Br -0.6597 2.4943 1.3111
H 0.6114 -1.9660 -0.0332
H 1.3169 -1.0056 -1.3748
H 2.0478 -1.2411 0.1920

---

# 5
14
Properties=species:S:1:pos:R:3 method="wB97M-V/def2-TZVPD" homo_energy_ha="-0.2996 / -0.2446" orbital_gap_ev="8.62 / 6.96" charge=0 fmax_ha_per_bohr=0.095 e_lumo_ev="0.47 / 0.31" relative_energy_kcal_mol=103.6
B -0.3068 -0.0370 -0.1654
C -0.2378 0.7649 -1.4935
C 0.9870 -2.7601 0.2969
C -0.4703 1.8971 1.9064
S -0.6155 0.0463 1.5548
H -0.5498 1.8300 -1.0718
H -0.9070 0.5295 -2.2504
H 0.7387 0.8288 -1.8680
H 0.0575 -3.2587 0.2883
H 1.1866 -2.1854 1.1804
H 1.6983 -3.2008 -0.3083
H -1.2379 2.3290 1.2915
H 0.3974 2.2115 1.3078
H -0.4569 2.2469 2.8693

---

# 6
93
Properties=species:S:1:pos:R:3 method="wB97M-V/def2-TZVPD" homo_energy_ha=-0.1231 orbital_gap_ev=7.07 charge=-2 fmax_ha_per_bohr=0.037 e_lumo_ev=3.72 relative_energy_kcal_mol=28.6
Y -0.2138 0.0685 -1.1102
N -1.8012 -0.1134 -4.5827
C -2.4284 0.7018 -3.6578
N -3.4235 1.4956 -3.9857
N -3.7340 2.1305 -2.8219
N -2.9612 1.7407 -1.8733
N -2.0956 0.7971 -2.3710
C -0.9523 -1.1391 -4.2273
N -0.6744 -2.1403 -5.0336
N 0.2039 -2.9022 -4.3258
N 0.4244 -2.3762 -3.1725
N -0.3033 -1.2231 -3.0686
H -2.2987 -0.2488 -5.4427
I -2.1670 0.8332 1.4658
C -1.5560 2.8435 1.4421
C -2.0087 3.6313 2.4635
C -1.6910 5.0108 2.4700
C -0.9856 5.5426 1.4300
C -0.5287 4.7305 0.3571
C 0.1501 5.3120 -0.7446
C 0.5843 4.5207 -1.7656
C 0.4144 3.1184 -1.6955
C -0.2166 2.4653 -0.6616
C -0.7532 3.3185 0.3593
H -2.6231 3.2077 3.2495
H -2.0282 5.6348 3.2930
H -0.7704 6.6064 1.3977
H 0.2980 6.3887 -0.7605
H 1.0801 4.9620 -2.6252
H 0.8336 2.5437 -2.5225
C 1.4514 0.4734 4.8018
C 2.4593 -0.4443 4.2130
N 3.5232 -0.8926 4.7928
N 4.1078 -1.6441 3.8033
C 3.4451 -1.6723 2.6236
S 3.8554 -2.4076 1.1930
N 2.3664 -0.8999 2.9252
N 1.3461 -0.5178 2.0401
H 1.7357 0.7117 5.8242
H 0.4554 0.0220 4.7981
H 1.3931 1.3906 4.2088
H 4.9839 -2.1035 3.9543
H 0.4562 -0.6016 2.5111
H 1.3080 -1.1696 1.2583
C -2.6385 -5.0070 2.0495
C -2.4016 -3.5054 1.8341
C -3.7293 -2.8800 1.3614
C -2.0513 -2.8342 3.1771
Si -1.0245 -3.2577 0.5027
O -0.5664 -1.7152 0.3912
C 0.4264 -4.3981 0.8981
C 0.8777 -4.6602 2.2006
C 1.9836 -5.4702 2.4408
C 2.6758 -6.0322 1.3759
C 2.2729 -5.7593 0.0755
C 1.1667 -4.9491 -0.1593
C -1.8022 -3.8745 -1.1152
C -2.5164 -2.9374 -1.8844
C -3.1521 -3.2932 -3.0680
C -3.0891 -4.6093 -3.5179
C -2.3883 -5.5551 -2.7808
C -1.7539 -5.1879 -1.5965
H -3.4409 -5.1644 2.7881
H -1.7366 -5.5150 2.4124
H -2.9416 -5.4951 1.1149
H -4.5105 -3.0663 2.1155
H -4.0722 -3.2949 0.4135
H -3.6484 -1.7944 1.2380
H -2.9024 -2.9197 3.8725
H -1.8429 -1.7663 3.0414
H -1.1871 -3.2893 3.6685
H 0.3685 -4.2195 3.0497
H 2.3145 -5.6466 3.4577
H 3.5438 -6.6545 1.5582
H 2.8319 -6.1648 -0.7603
H 0.8910 -4.7100 -1.1859
H -2.5681 -1.9025 -1.5602
H -3.6868 -2.5434 -3.6402
H -3.5703 -4.8877 -4.4478
H -2.3181 -6.5772 -3.1410
H -1.2060 -5.9435 -1.0401
N 7.2059 1.5391 -2.9695
C 6.1591 1.2486 -2.5821
C 4.8413 0.8829 -2.0974
C 4.1686 -0.2148 -2.6307
C 2.8940 -0.5231 -2.1707
C 2.1947 0.2463 -1.2243
C 2.9361 1.3121 -0.6886
C 4.2246 1.6298 -1.0904
H 4.6475 -0.8217 -3.3905
H 2.4239 -1.4084 -2.5774
H 2.4870 1.9388 0.0745
H 4.7559 2.4630 -0.6428

---

# 7
15
Properties=species:S:1:pos:R:3 method="wB97M-V/def2-TZVPD" homo_energy_ha="-0.2560 / -0.2755" orbital_gap_ev="7.20 / 7.83" charge=0 fmax_ha_per_bohr=0.038 e_lumo_ev="0.24 / 0.33" relative_energy_kcal_mol=111.3
C -0.2130 1.5393 -0.2733
C 1.6513 -0.6112 0.5280
C 0.4349 -0.4050 -0.3418
C -0.8724 0.4446 0.4975
C -2.1369 -0.0343 0.1436
N 0.1738 -1.0132 -1.4119
H 0.9131 -1.6621 -1.6764
H -0.7593 1.9128 -1.1358
H 0.8253 1.8245 -0.1379
H -0.6072 0.3680 1.5506
H 1.8440 0.2416 1.1803
H 2.5426 -0.7455 -0.0864
H 1.5172 -1.4873 1.1660
H -2.4605 -0.0131 -0.8860
H -2.8528 -0.3591 0.8834

---

# 8
135
Properties=species:S:1:pos:R:3 method="wB97M-V/def2-TZVPD" homo_energy_ha="-0.2982 / -0.3268" orbital_gap_ev="8.02 / 7.20" s_squared=0.752 multiplicity=2 charge=0 fmax_ha_per_bohr=0.083 e_lumo_ev="-0.09 / -1.69"
Hg 3.8633 2.2817 3.0120
As 0.5732 0.3534 0.9455
F 1.8885 1.5089 1.5132
F -0.4958 1.7251 0.4580
F -0.6775 -0.8731 0.3466
F 1.6307 -1.0550 1.4853
F -0.2541 0.3538 2.5128
F 1.2834 0.3014 -0.6956
C -4.8047 -2.3573 -3.3933
C -4.1306 -1.1861 -4.0946
N -3.8294 -0.0228 -3.2857
C -3.5318 1.0031 -4.2855
C -3.4342 2.4115 -3.6665
C -2.7199 -0.2965 -2.3933
C -3.3842 -0.6190 -1.0295
H -5.2871 -2.7850 -4.2722
H -5.6778 -2.2135 -2.7568
H -4.2009 -3.1051 -2.8793
H -3.2063 -1.6157 -4.4810
H -4.7707 -0.9572 -4.9466
H -2.6260 0.7944 -4.8547
H -4.2339 1.1623 -5.1039
H -2.4050 2.6261 -3.3787
H -3.6509 3.2403 -4.3406
H -3.9831 2.4572 -2.7260
H -2.1209 0.5787 -2.1416
H -2.0861 -1.1449 -2.6517
H -4.4180 -0.9277 -1.1842
H -3.3710 0.1985 -0.3086
H -2.8833 -1.5015 -0.6315
C 1.8057 6.5643 -0.3642
C 1.2497 5.4173 -1.1876
C 1.4573 4.0852 -0.4671
S 3.0429 4.2862 0.3642
O 4.2125 3.7029 -0.3240
O 2.9016 3.9170 1.7674
C 3.1063 6.1432 0.2161
H 1.1344 6.8783 0.4350
H 1.7844 7.4492 -1.0003
H 1.5958 5.2563 -2.2085
H 0.2020 5.6605 -1.3649
H 1.7178 3.2624 -1.1329
H 0.8010 3.7983 0.3545
H 4.0101 6.3077 -0.3705
H 3.2347 6.6255 1.1851
C 4.7630 -2.8853 0.5736
C 5.3322 -2.2980 -0.7418
C 5.2100 -0.7759 -0.7365
S 5.6081 -0.3319 1.0519
O 4.6070 0.5422 1.6041
O 7.0599 -0.0782 1.2840
C 5.3656 -2.0435 1.6906
H 4.9124 -3.9585 0.6920
H 3.6755 -2.8163 0.5996
H 4.8028 -2.6823 -1.6137
H 6.3740 -2.5650 -0.9189
H 4.1859 -0.4027 -0.7436
H 5.8138 -0.2404 -1.4691
H 4.8836 -2.1310 2.6643
H 6.3638 -2.4595 1.8274
C 0.8741 -1.2977 -5.9060
C 0.0331 -0.3037 -5.1164
C 0.2929 -0.5311 -3.6218
S 2.2349 -0.5474 -3.5762
O 2.8411 -1.5838 -2.7659
O 2.6883 0.8326 -3.4857
C 2.3491 -1.1017 -5.4157
H 0.6418 -1.2234 -6.9684
H 0.5473 -2.2929 -5.6046
H -1.0261 -0.5048 -5.2764
H 0.2172 0.7607 -5.2616
H -0.0206 -1.5467 -3.3804
H -0.0717 0.1795 -2.8800
H 2.7236 -2.1253 -5.4028
H 3.1556 -0.5570 -5.9066
C 2.3777 -0.3855 6.9859
C 0.8899 -0.7832 6.5631
C 0.5159 -0.0580 5.3114
S 1.2251 1.6685 5.5140
O 0.3083 2.6570 6.0823
O 1.9716 2.0621 4.3372
C 2.4241 1.1693 6.8922
H 2.9357 -0.7158 6.1097
H 2.6205 -0.7653 7.9783
H 0.1446 -0.5986 7.3368
H 0.7949 -1.8652 6.4712
H -0.5017 0.0491 4.9356
H 1.0665 -0.5060 4.4842
H 2.0398 1.3569 7.8948
H 3.3840 1.6283 6.6554
C -2.2738 -2.9216 2.7792
C -0.6808 -2.7953 2.8912
C -0.2491 -3.7962 3.9928
S -1.6841 -3.8419 5.1860
O -1.4035 -3.1060 6.4054
O -1.9993 -5.2897 5.2177
C -2.9724 -2.8875 4.1616
H -2.5247 -3.8137 2.2053
H -2.6835 -2.1893 2.0837
H -0.5146 -1.8279 3.3650
H -0.1554 -2.8928 1.9412
H 0.7233 -3.5524 4.4209
H -0.1906 -4.8331 3.6620
H -3.0721 -1.8786 4.5620
H -3.9620 -3.3166 4.3187
C -2.5883 4.7764 0.5713
C -3.8658 5.1958 1.3501
C -4.6962 6.0344 0.2813
S -3.7331 5.9954 -1.3120
O -2.9049 7.2112 -1.1839
O -4.6431 5.7625 -2.4479
C -2.7926 4.5023 -0.9060
H -2.3426 3.8669 1.1195
H -1.7966 5.5030 0.7538
H -3.6294 5.7772 2.2413
H -4.3644 4.2855 1.6830
H -4.9815 7.0779 0.4149
H -5.5793 5.5176 -0.0944
H -1.9137 4.4649 -1.5496
H -3.6336 3.8281 -1.0684
C 0.8075 -4.4254 -0.7285
C -0.6947 -4.1968 -1.0350
C -1.2154 -4.9685 -2.2772
S 0.0394 -6.3174 -2.5460
O 0.9966 -6.0776 -3.6409
O -0.7479 -7.5184 -2.4841
C 0.9477 -5.9964 -0.8849
H 1.0491 -4.0726 0.2741
H 1.5199 -3.9204 -1.3808
H -0.9601 -3.1445 -1.1365
H -1.2681 -4.5620 -0.1830
H -1.4721 -4.6338 -3.2822
H -2.1051 -5.5292 -1.9907
H 1.8956 -6.5257 -0.9818
H 0.3674 -6.6024 -0.1892